Record 1
12
Properties=species:S:1:pos:R:3:lowdin_charge:R:1 method="wB97M-V/def2-TZVPD" charge=0 gap_ev=11.16 de_lowest_kcal_mol=35.55 smiles=C[C@@]1(C#N)CN1 e_lumo_ev=0.8938
C 1.459 -0.229 0.160 -0.024
C 0.009 0.127 -0.056 -0.519
C -0.194 1.505 -0.478 -0.166
N -0.367 2.642 -0.582 0.160
C -1.074 -0.841 -0.375 -0.104
N -0.940 -0.308 0.972 0.062
H 2.023 -0.190 -0.777 0.087
H 1.531 -1.228 0.597 0.087
H 1.897 0.488 0.861 0.089
H -1.885 -0.490 -1.009 0.114
H -0.834 -1.897 -0.470 0.110
H -1.625 0.420 1.158 0.104



Record 2
12
Properties=species:S:1:pos:R:3:lowdin_charge:R:1 method="wB97M-V/def2-TZVPD" charge=0 gap_ev=9.54 de_lowest_kcal_mol=7.27 smiles=Cc1c[nH]cn1 e_lumo_ev=0.9367
C -1.007 1.516 0.498 -0.055
C -0.364 0.282 -0.012 -0.367
C 0.159 -0.728 0.728 -0.091
N 0.961 -1.440 -0.111 0.035
C 0.892 -0.849 -1.338 -0.202
N 0.220 0.253 -1.252 0.088
H -1.170 1.456 1.568 0.070
H -0.383 2.391 0.327 0.075
H -1.913 1.731 -0.075 0.075
H 0.043 -0.874 1.788 0.114
H 1.208 -2.402 0.057 0.143
H 1.353 -1.338 -2.179 0.114



Record 3
12
Properties=species:S:1:pos:R:3:lowdin_charge:R:1 method="wB97M-V/def2-TZVPD" charge=0 gap_ev=7.36 de_lowest_kcal_mol=91.06 e_lumo_ev=0.1262
N 1.837 0.461 0.010 0.168
C 0.407 0.157 -0.171 -0.470
C -0.414 1.219 -0.378 -0.094
C -1.703 0.561 -0.191 -0.174
C -1.542 -0.748 0.178 -0.169
N -0.179 -1.029 0.285 0.016
H 2.494 -0.009 -0.621 0.148
H 2.177 0.361 0.973 0.153
H 1.712 1.478 -0.230 0.132
H -2.676 1.039 -0.284 0.068
H -2.265 -1.534 0.379 0.096
H 0.153 -1.954 0.050 0.125